[1]
{"formula": "C22H31N3O5S", "method": "ωB97M-V with the def2-TZVPD basis set", "species": ["C", "C", "C", "C", "C", "C", "C", "H", "H", "S", "O", "O", "N", "C", "C", "C", "H", "O", "C", "C", "N", "C", "O", "C", "O", "N", "C", "H", "H", "C", "C", "C", "C", "C", "C", "C", "H", "H", "H", "H", "H", "H", "H", "H", "H", "H", "H", "H", "H", "H", "H", "H", "H", "H", "H", "H", "H", "H", "H", "H", "H", "H"], "positions_angstrom": [[-7.938918, 2.591059, 0.066206], [-6.520539, 2.126456, 0.183885], [-5.560569, 2.534245, -0.736905], [-4.246822, 2.114866, -0.618347], [-3.892138, 1.287744, 0.429359], [-4.825269, 0.876983, 1.361451], [-6.136804, 1.297774, 1.234811], [-6.873404, 0.979926, 1.957726], [-4.516043, 0.239822, 2.173683], [-2.218863, 0.664537, 0.531594], [-1.384065, 1.427344, -0.348039], [-1.841590, 0.526744, 1.906764], [-2.290247, -0.877454, -0.088417], [-2.571963, -1.020527, -1.500230], [-4.035594, -1.405613, -1.722511], [-4.357452, -2.603762, -0.828981], [-3.797004, -3.485085, -1.166714], [-4.069003, -2.324663, 0.531776], [-2.740022, -1.935285, 0.769910], [-1.730552, -3.114302, 0.712835], [-0.411500, -2.622808, 0.991714], [0.372585, -2.121765, 0.023492], [0.226413, -2.297923, -1.174817], [1.550196, -1.331828, 0.595307], [1.778704, -1.302760, 1.791687], [2.240502, -0.703811, -0.359233], [3.404150, 0.107338, -0.112514], [3.271279, 1.089507, -0.575335], [3.472925, 0.230603, 0.970474], [4.677897, -0.556280, -0.657920], [5.894398, 0.257449, -0.311108], [6.421245, 1.129883, -1.159084], [7.618940, 1.978785, -0.861943], [8.372829, 1.477367, 0.366144], [7.383817, 1.171204, 1.484731], [6.467785, 0.027906, 1.059340], [7.032486, -0.910769, 1.049070], [5.657148, -0.094379, 1.780771], [6.784382, 2.060723, 1.688481], [7.914115, 0.903359, 2.400567], [8.918043, 0.566109, 0.111369], [9.098983, 2.225406, 0.690120], [7.285014, 3.009197, -0.696377], [8.281004, 1.994441, -1.731868], [5.975499, 1.273466, -2.134905], [4.763824, -1.554146, -0.222415], [4.587725, -0.657814, -1.741463], [1.924168, -0.849340, -1.309403], [-0.195641, -2.287411, 1.924420], [-2.021413, -3.872294, 1.442082], [-1.706156, -3.550155, -0.287765], [-2.724740, -1.531408, 1.788843], [-5.424096, -2.837091, -0.845466], [-4.685554, -0.571456, -1.450502], [-4.205616, -1.662601, -2.767365], [-1.900510, -1.781541, -1.912662], [-2.325238, -0.063668, -1.959943], [-3.486495, 2.423510, -1.318243], [-5.844603, 3.182863, -1.552573], [-8.174636, 2.871364, -0.957171], [-8.628836, 1.815909, 0.391163], [-8.094170, 3.464025, 0.700434]], "forces_ev_per_angstrom": [[0.01, 0.05, 0.05], [0.07, -0.03, -0.06], [-0.01, -0.09, 0.08], [0.12, 0.08, -0.08], [0.66, -0.07, 0.00], [-0.08, -0.03, 0.14], [0.14, -0.02, -0.06], [-0.07, -0.04, 0.08], [-0.04, -0.09, 0.15], [0.05, -0.28, -0.11], [-0.29, 0.04, -0.20], [-0.30, -0.06, 0.13], [0.13, 0.89, 0.46], [-0.24, 0.05, -0.64], [0.14, -0.16, 0.37], [-0.21, 0.08, -0.34], [-0.06, 0.00, 0.00], [0.03, -0.06, 0.11], [0.25, -0.21, 0.74], [-0.35, 0.17, -0.33], [0.04, 0.11, 0.38], [-0.07, -0.38, 0.05], [0.01, 0.07, -0.05], [0.19, 0.19, -0.06], [-0.02, -0.02, 0.13], [-0.15, -0.01, -0.38], [0.26, -0.09, 0.15], [0.03, -0.06, 0.09], [0.00, 0.10, -0.11], [-0.07, 0.30, 0.04], [-0.11, -0.29, -0.08], [0.07, 0.16, -0.07], [0.15, -0.04, 0.09], [-0.13, 0.24, 0.04], [0.16, -0.25, -0.02], [0.10, 0.27, 0.08], [-0.06, -0.06, 0.06], [-0.03, -0.09, 0.03], [-0.03, 0.06, 0.07], [-0.04, 0.06, 0.04], [0.08, -0.04, 0.00], [0.06, -0.05, -0.02], [0.08, 0.05, -0.05], [-0.03, 0.07, 0.00], [-0.17, -0.09, -0.13], [-0.04, -0.06, -0.04], [0.00, -0.07, -0.02], [-0.06, -0.06, 0.15], [0.10, -0.05, -0.11], [0.00, 0.04, -0.11], [-0.06, -0.09, 0.12], [0.00, -0.24, -0.16], [0.13, -0.06, -0.08], [-0.05, -0.03, -0.06], [-0.03, 0.00, -0.05], [-0.04, 0.15, 0.04], [0.03, -0.15, -0.21], [0.05, 0.08, -0.12], [-0.03, 0.06, -0.08], [-0.07, 0.02, -0.05], [-0.09, -0.02, 0.00], [-0.08, 0.06, 0.02]], "homo_lumo_gap_ev": 9.4963, "total_charge": 0, "largest_force_ev_per_a": 1.01, "e_lumo_ev": 0.7, "relative_energy_kj_mol": 87.0, "smiles": "Cc1ccc(S(=O)(=O)N2CCCO[C@H]2CNC(=O)C(=O)NCCC2=CCCCC2)cc1"}

=====

[2]
{"formula": "C22H31N3OS", "method": "ωB97M-V with the def2-TZVPD basis set", "species": ["C", "C", "C", "C", "C", "C", "C", "N", "C", "N", "C", "H", "H", "C", "H", "C", "N", "C", "C", "C", "C", "C", "H", "H", "H", "H", "H", "H", "H", "H", "H", "H", "H", "H", "H", "C", "C", "C", "C", "C", "O", "H", "H", "H", "H", "H", "S", "H", "C", "H", "H", "H", "H", "H", "H", "H", "H", "H"], "positions_angstrom": [[-2.277053, -0.704927, -2.161144], [-2.923714, 0.511105, -1.579995], [-4.066050, 1.045583, -2.161036], [-4.678041, 2.164384, -1.630613], [-4.152283, 2.768499, -0.503107], [-3.007697, 2.267936, 0.096940], [-2.394688, 1.138670, -0.452909], [-1.239720, 0.612360, 0.188079], [0.018629, 0.809278, -0.289117], [1.048165, 0.369329, 0.476685], [2.389146, 0.872810, 0.274173], [2.334261, 1.585745, -0.551261], [2.699723, 1.408769, 1.180780], [3.430195, -0.196839, -0.064322], [3.668144, -0.794506, 0.817458], [2.967819, -1.123967, -1.193943], [2.086055, -2.154520, -0.670384], [0.966095, -2.492123, -1.525111], [1.349168, -3.358425, -2.729355], [2.027315, -4.635840, -2.241807], [3.222077, -4.275179, -1.363164], [2.772232, -3.352248, -0.222451], [3.635069, -3.058107, 0.380556], [2.078625, -3.901604, 0.424590], [3.676471, -5.174905, -0.944353], [3.977786, -3.769792, -1.968772], [2.350744, -5.244531, -3.089226], [1.313361, -5.223664, -1.658432], [0.455477, -3.595950, -3.308597], [2.032261, -2.800784, -3.373723], [0.500917, -1.564154, -1.858120], [0.241263, -3.039047, -0.910139], [3.850379, -1.547031, -1.693661], [2.423691, -0.527978, -1.928052], [4.341092, 0.322114, -0.366288], [0.842611, -0.467270, 1.645316], [0.662506, 0.328750, 2.899078], [1.562367, 0.793384, 3.812013], [0.821562, 1.539575, 4.762414], [-0.472943, 1.478168, 4.357905], [-0.582763, 0.750131, 3.231177], [-1.374648, 1.888977, 4.766318], [1.204637, 2.047360, 5.623109], [2.618811, 0.619118, 3.815862], [1.721266, -1.105600, 1.743164], [-0.022082, -1.113083, 1.475585], [0.265492, 1.531934, -1.762941], [-1.334950, 0.531761, 1.192499], [-2.424557, 2.929966, 1.310023], [-1.365215, 3.138958, 1.161153], [-2.524413, 2.288108, 2.186454], [-2.935556, 3.867142, 1.514295], [-4.627822, 3.645442, -0.088122], [-5.565674, 2.567659, -2.094944], [-4.478133, 0.571438, -3.039783], [-1.408540, -0.407323, -2.748897], [-2.967375, -1.234442, -2.812600], [-1.937645, -1.376105, -1.374544]], "forces_ev_per_angstrom": [[-0.02, 0.02, -0.07], [0.00, -0.07, 0.10], [0.03, 0.00, 0.02], [-0.04, 0.05, -0.02], [-0.02, -0.02, -0.02], [0.14, -0.09, 0.00], [-0.43, 0.13, -0.26], [-0.01, -0.21, 0.57], [0.29, 0.03, -0.12], [-0.47, -0.02, -0.01], [0.55, 0.09, -0.11], [0.04, -0.08, 0.25], [-0.06, 0.02, -0.04], [-0.29, 0.00, -0.21], [0.14, -0.07, 0.03], [0.25, 0.13, 0.24], [-0.06, -0.04, 0.07], [-0.08, 0.03, -0.28], [-0.14, -0.10, 0.28], [0.20, 0.15, -0.18], [-0.21, 0.00, 0.16], [0.21, -0.10, -0.05], [-0.04, -0.02, 0.09], [0.07, -0.05, 0.06], [0.09, 0.00, 0.00], [0.07, -0.02, -0.02], [-0.06, -0.07, 0.04], [-0.05, -0.07, 0.00], [-0.02, 0.05, -0.08], [0.01, 0.04, -0.09], [-0.08, 0.01, 0.05], [-0.10, 0.00, -0.04], [-0.05, 0.01, -0.07], [-0.01, -0.02, -0.07], [0.08, 0.04, 0.09], [-0.22, 0.20, 0.26], [0.92, -0.16, 0.19], [-0.36, -0.32, -0.46], [-0.57, 0.09, -0.05], [0.43, 0.40, 0.65], [-0.23, -0.25, -0.38], [-0.18, 0.01, -0.02], [0.00, 0.13, 0.21], [0.23, -0.10, -0.08], [-0.15, 0.00, 0.02], [0.13, -0.06, 0.00], [-0.01, 0.43, -0.60], [0.06, -0.02, -0.08], [-0.01, -0.02, -0.05], [0.08, 0.01, 0.06], [0.05, 0.04, 0.10], [-0.02, 0.05, 0.04], [-0.03, 0.08, 0.05], [-0.08, 0.03, -0.04], [-0.04, -0.07, -0.08], [0.07, -0.06, -0.01], [-0.07, -0.07, -0.02], [0.05, -0.08, 0.00]], "homo_lumo_gap_ev": 8.4749, "total_charge": 0, "largest_force_ev_per_a": 0.95, "e_lumo_ev": 0.7, "relative_energy_kj_mol": 36.3, "smiles": "Cc1cccc(C)c1NC(=S)N(CCCN1CCCCC1)Cc1ccco1"}